Density functional theory data (ωB97M-V/def2-TZVPD) for a 2-piece molecular cluster, C14H20F7NO6S overall.

XYZ file:
```
49
Properties=species:S:1:pos:R:3:mulliken_charge:R:1
C -3.62 1.27 -0.09 -1.158
C -2.77 0.05 -0.47 -0.456
C -1.45 -0.11 0.33 0.280
C -0.20 -0.16 -0.56 -0.110
C 0.98 -1.08 -0.19 -0.190
N 0.78 -2.51 -0.26 0.160
C 2.07 -3.23 -0.16 -1.038
C -0.12 -3.01 0.77 0.639
C 0.38 -3.03 2.19 -1.037
O -1.21 -3.42 0.48 -0.547
C 1.95 -0.56 -1.24 0.006
O 2.55 -1.11 -2.11 -0.574
O 1.94 0.82 -1.10 -0.383
C 0.56 1.15 -0.94 -0.167
S 0.43 2.75 -0.11 1.265
O 0.99 3.68 -1.05 -0.710
O -0.89 2.96 0.39 -0.566
C 1.64 2.87 1.35 0.431
F 2.27 4.03 1.14 -0.264
F 2.54 1.88 1.31 -0.244
C 1.06 3.00 2.80 0.761
F 0.21 4.04 2.84 -0.260
F 2.13 3.29 3.58 -0.307
C 0.37 1.74 3.42 0.644
F -0.94 1.91 3.48 -0.251
F 0.83 1.52 4.64 -0.278
F 0.63 0.65 2.68 -0.243
H -3.43 2.12 -0.75 0.280
H -3.39 1.61 0.93 0.267
H -4.68 1.03 -0.12 0.394
H -3.37 -0.84 -0.29 0.428
H -2.56 0.06 -1.54 0.075
H -1.52 -1.02 0.90 0.445
H -1.40 0.70 1.04 -0.349
H -0.54 -0.56 -1.53 0.389
H 1.46 -0.76 0.75 0.336
H 2.76 -2.73 0.53 0.319
H 1.89 -4.24 0.19 0.468
H 2.52 -3.29 -1.14 0.318
H 0.95 -3.95 2.36 0.342
H 1.05 -2.19 2.40 0.246
H -0.46 -2.97 2.87 0.371
H 0.20 1.47 -1.93 0.239
C -0.77 -0.58 -4.78 -0.706
O 0.23 -0.61 -3.76 -0.331
H -1.68 -0.21 -4.32 0.238
H -0.49 0.09 -5.60 0.288
H -0.96 -1.58 -5.18 0.290
H 1.05 -0.94 -4.15 0.252
```

structure (SMILES) = CCC[C@@H]1[C@@H](N(C)C(C)=O)C(=O)O[C@@H]1S(=O)(=O)C(F)(F)C(F)(F)C(F)(F)F.CO
E_HOMO = -9.789 eV
HOMO-LUMO gap = 0.3810 Ha
molecular weight = 463.4 g/mol
E_LUMO = 0.58 eV
2S+1 = 1